# 1
{
  "formula": "C26H18BrCl3IrO8PSSi",
  "method": "ωB97M-V/def2-TZVPD",
  "charge": -1,
  "de_lowest_kcal_mol": 70.6,
  "multiplicity": 2,
  "gap_ev": [5.0, 5.6],
  "total_energy_ev": -182091.656,
  "e_homo_ha": [-0.1453, -0.1666],
  "elements": ["Ir", "O", "C", "O", "C", "C", "C", "C", "C", "C", "P", "C", "C", "C", "C", "C", "C", "C", "C", "C", "C", "C", "C", "H", "H", "H", "H", "H", "H", "H", "H", "H", "H", "H", "H", "H", "H", "Cl", "Si", "Cl", "Cl", "Br", "C", "C", "C", "C", "C", "C", "C", "O", "O", "H", "H", "H", "H", "O", "S", "O", "O", "O"],
  "xyz": [[-0.41, -2.64, -0.75], [3.43, -1.15, -1.76], [2.72, -0.21, -1.60], [1.35, -0.31, -1.37], [3.12, 1.25, -1.64], [4.39, 1.71, -1.92], [4.57, 3.09, -1.94], [3.51, 3.96, -1.68], [2.24, 3.48, -1.39], [2.06, 2.10, -1.38], [0.59, 1.10, -1.10], [-0.04, 1.43, 0.51], [-1.33, 1.00, 0.82], [-1.82, 1.26, 2.10], [-1.03, 1.91, 3.03], [0.26, 2.32, 2.71], [0.76, 2.08, 1.45], [-0.62, 1.24, -2.36], [-1.56, 2.27, -2.30], [-2.50, 2.39, -3.31], [-2.52, 1.47, -4.34], [-1.60, 0.43, -4.39], [-0.63, 0.32, -3.41], [5.19, 1.02, -2.13], [5.55, 3.50, -2.16], [3.68, 5.03, -1.69], [1.42, 4.15, -1.18], [-1.95, 0.45, 0.11], [-2.81, 0.91, 2.35], [-1.42, 2.09, 4.03], [0.88, 2.81, 3.46], [1.78, 2.37, 1.22], [-1.58, 2.95, -1.45], [-3.25, 3.17, -3.25], [-3.28, 1.54, -5.10], [-1.65, -0.31, -5.17], [0.04, -0.53, -3.41], [-3.95, -4.19, -1.02], [-2.14, -3.60, -1.82], [-3.20, -0.90, -1.38], [-2.50, -3.10, -3.83], [2.44, -0.89, 3.42], [0.70, -1.30, 4.07], [0.52, -1.09, 5.44], [-0.70, -1.35, 6.03], [-1.75, -1.84, 5.26], [-1.56, -2.04, 3.90], [-0.33, -1.78, 3.28], [-0.29, -2.00, 1.78], [-1.29, -2.54, 1.24], [0.70, -1.61, 1.12], [1.35, -0.73, 6.02], [-0.83, -1.19, 7.09], [-2.71, -2.05, 5.70], [-2.35, -2.42, 3.27], [0.37, -4.84, -0.40], [0.15, -5.05, -1.84], [0.77, -6.21, -2.41], [0.48, -3.74, -2.52], [-1.40, -5.19, -2.04]]
}

# 2
{
  "formula": "C26H18MoN7OSe",
  "method": "ωB97M-V/def2-TZVPD",
  "charge": 3,
  "de_lowest_kcal_mol": 27.2,
  "multiplicity": 3,
  "gap_ev": [4.8, 5.1],
  "total_energy_ev": -106907.887,
  "e_homo_ha": [-0.6109, -0.6093],
  "elements": ["Mo", "C", "C", "N", "N", "C", "O", "C", "C", "C", "C", "C", "C", "C", "C", "C", "C", "C", "N", "H", "H", "H", "H", "H", "H", "H", "H", "H", "H", "H", "H", "Se", "N", "C", "C", "C", "C", "C", "N", "C", "C", "N", "C", "C", "C", "C", "C", "N", "H", "H", "H", "H", "H", "H"],
  "xyz": [[0.49, -0.50, -0.50], [3.34, 2.08, -0.93], [2.60, 0.83, -1.23], [2.50, -0.15, -0.37], [3.06, -0.02, 0.88], [2.12, -0.08, 1.79], [0.83, -0.15, 1.33], [2.37, 0.06, 3.20], [3.69, 0.00, 3.67], [3.92, 0.14, 5.02], [2.86, 0.36, 5.89], [1.55, 0.42, 5.43], [1.30, 0.26, 4.08], [2.04, 0.53, -2.58], [2.54, 0.99, -3.76], [1.96, 0.53, -4.94], [0.88, -0.35, -4.88], [0.39, -0.73, -3.65], [0.97, -0.30, -2.51], [3.15, 2.39, 0.10], [3.09, 2.88, -1.63], [4.42, 1.88, -0.99], [4.51, -0.17, 2.98], [4.93, 0.09, 5.40], [3.05, 0.48, 6.95], [0.73, 0.58, 6.12], [0.29, 0.30, 3.70], [3.38, 1.67, -3.78], [2.34, 0.85, -5.90], [0.42, -0.74, -5.78], [-0.46, -1.39, -3.55], [-7.17, -0.64, -0.33], [-5.95, -1.91, -0.34], [-4.79, -1.31, -0.38], [-3.51, -2.02, -0.40], [-3.38, -3.42, -0.36], [-2.12, -3.99, -0.36], [-1.01, -3.17, -0.39], [-1.12, -1.83, -0.44], [-2.36, -1.26, -0.44], [-2.39, 0.19, -0.47], [-1.18, 0.80, -0.51], [-1.12, 2.13, -0.51], [-2.27, 2.91, -0.48], [-3.50, 2.30, -0.46], [-3.58, 0.90, -0.44], [-4.82, 0.13, -0.40], [-6.01, 0.68, -0.38], [-4.27, -4.03, -0.33], [-1.99, -5.06, -0.33], [-0.01, -3.59, -0.37], [-0.13, 2.59, -0.52], [-2.18, 3.99, -0.48], [-4.42, 2.88, -0.44]]
}

# 3
{
  "formula": "C26H19BrCrN7OS5",
  "method": "ωB97M-V/def2-TZVPD",
  "charge": -1,
  "de_lowest_kcal_mol": 0.0,
  "multiplicity": 5,
  "gap_ev": [6.0, 6.5],
  "total_energy_ev": -192392.071,
  "e_homo_ha": [-0.1456, -0.1646],
  "elements": ["Cr", "C", "C", "C", "C", "C", "Br", "N", "C", "H", "H", "H", "H", "H", "H", "S", "C", "S", "C", "C", "N", "C", "N", "N", "C", "N", "C", "C", "S", "C", "C", "S", "C", "N", "N", "H", "H", "H", "H", "H", "H", "C", "C", "O", "S", "C", "C", "C", "C", "C", "C", "C", "C", "H", "H", "H", "H", "H", "H", "H"],
  "xyz": [[-0.51, 0.00, 0.59], [3.11, -3.50, -0.96], [2.60, -2.17, -1.43], [3.46, -1.14, -1.81], [2.95, 0.10, -2.18], [1.58, 0.26, -2.12], [0.83, 1.93, -2.61], [0.74, -0.69, -1.75], [1.25, -1.88, -1.43], [3.89, -3.88, -1.62], [2.31, -4.24, -0.92], [3.53, -3.42, 0.04], [4.54, -1.30, -1.81], [3.59, 0.91, -2.48], [0.53, -2.64, -1.14], [-0.90, 0.69, 3.30], [0.60, 1.40, 2.90], [0.90, 1.93, 1.24], [1.63, 1.51, 3.83], [1.49, 1.05, 5.17], [1.43, 0.69, 6.26], [2.94, 1.93, 3.47], [4.03, 2.22, 3.24], [-3.52, -1.61, -0.57], [-2.76, -2.29, 0.31], [-1.57, -1.90, 0.71], [-1.00, -2.83, 1.57], [-1.76, -3.91, 1.84], [-3.26, -3.81, 0.99], [0.35, -2.54, 2.05], [1.08, -3.24, 2.93], [2.64, -2.51, 3.11], [2.20, -1.31, 1.95], [0.97, -1.43, 1.50], [3.08, -0.39, 1.51], [-3.24, -0.64, -0.74], [-4.50, -1.83, -0.63], [-1.53, -4.76, 2.46], [0.80, -4.11, 3.50], [3.82, -0.13, 2.15], [2.62, 0.45, 1.13], [-9.67, 3.84, -4.94], [-8.50, 3.34, -4.13], [-8.42, 2.22, -3.70], [-7.25, 4.60, -3.89], [-6.00, 3.71, -3.03], [-4.88, 3.24, -3.72], [-3.88, 2.56, -3.05], [-3.97, 2.33, -1.67], [-5.10, 2.80, -0.99], [-6.10, 3.49, -1.66], [-2.95, 1.61, -0.99], [-2.05, 1.02, -0.40], [-10.58, 3.36, -4.58], [-9.51, 3.56, -5.98], [-9.77, 4.93, -4.89], [-4.81, 3.41, -4.79], [-3.01, 2.20, -3.58], [-5.17, 2.63, 0.08], [-6.96, 3.85, -1.12]]
}

# 4
{
  "formula": "C26H19Cl2N6O3PtS4",
  "method": "ωB97M-V/def2-TZVPD",
  "charge": -1,
  "multiplicity": 5,
  "gap_ev": [7.1, 5.8],
  "total_energy_ev": -113987.470,
  "e_homo_ha": [-0.1849, -0.2144],
  "elements": ["Pt", "S", "C", "S", "C", "C", "N", "C", "N", "S", "C", "C", "N", "C", "S", "C", "N", "C", "N", "C", "C", "C", "O", "H", "H", "H", "H", "H", "H", "H", "H", "H", "Cl", "C", "C", "C", "C", "C", "Cl", "C", "N", "C", "C", "C", "C", "C", "C", "C", "C", "O", "O", "H", "H", "H", "H", "H", "H", "H", "H", "H", "H"],
  "xyz": [[-1.48, -2.09, 0.50], [-0.13, -3.51, 2.00], [-0.57, -5.17, 1.92], [-0.87, -5.72, 0.35], [-0.56, -5.99, 3.02], [-0.83, -7.39, 2.89], [-1.06, -8.52, 2.77], [-0.22, -5.51, 4.33], [0.07, -5.15, 5.39], [-2.93, -1.25, 2.24], [-4.31, -2.17, 1.97], [-5.39, -1.97, 2.91], [-6.24, -1.82, 3.67], [-4.51, -3.05, 0.90], [-3.36, -3.41, -0.27], [-5.80, -3.68, 0.73], [-6.82, -4.18, 0.57], [1.67, -0.38, -3.16], [0.66, -1.36, -2.78], [-0.53, -1.54, -3.61], [0.76, -2.08, -1.65], [2.00, -1.93, -0.81], [-0.14, -2.88, -1.32], [1.21, 0.34, -3.83], [2.52, -0.84, -3.67], [2.03, 0.16, -2.29], [-0.35, -1.05, -4.57], [-1.40, -1.12, -3.13], [-0.71, -2.60, -3.78], [2.91, -2.02, -1.41], [1.98, -2.69, -0.04], [1.98, -0.95, -0.34], [2.45, 1.12, 2.57], [2.58, 2.84, 2.39], [3.41, 3.53, 3.25], [3.53, 4.90, 3.15], [2.77, 5.57, 2.21], [1.92, 4.88, 1.36], [0.89, 5.82, 0.34], [1.83, 3.48, 1.39], [1.01, 2.74, 0.56], [0.82, 2.94, -0.82], [1.84, 3.48, -1.61], [1.65, 3.68, -2.97], [0.44, 3.32, -3.56], [-0.56, 2.77, -2.78], [-0.40, 2.57, -1.41], [-1.52, 2.01, -0.58], [-1.31, 0.54, -0.27], [-2.07, -0.30, -0.83], [-0.42, 0.22, 0.57], [3.97, 2.97, 3.99], [4.18, 5.45, 3.82], [2.80, 6.65, 2.14], [0.67, 1.84, 0.90], [2.78, 3.74, -1.15], [2.45, 4.11, -3.56], [0.29, 3.48, -4.62], [-1.51, 2.50, -3.23], [-2.47, 2.10, -1.11], [-1.59, 2.56, 0.36]]
}